[1]
This record from the Open Molecules 2025 dataset describes a structure of composition C13H17BCrIN3. The level of theory is ωB97M-V/def2-TZVPD.

The HOMO energy (spin up / spin down) is -5.97 / -9.24 eV. As for the multiplicity: 5. The calculation puts the orbital gap (spin up / spin down) at 4.8 / 8.1 eV. As for the total energy: -55424.9365 eV. The max |F| is 0.083 hartree/bohr. For the relative energy (zero: lowest compared OMol25 entry of this formula, charge and spin), the calculation gives 0.222 eV. Its total charge is 0.

Element x y z (Å)
H  -2.237  4.267  0.706
N  1.489  0.519  -0.816
H  -3.850  -1.284  -1.395
C  -1.090  2.460  0.603
C  -2.586  -3.075  -1.351
H  0.629  -2.991  -0.119
H  -0.170  2.866  1.044
C  -1.897  -0.860  -0.699
C  2.550  0.559  2.161
C  -3.290  1.229  -0.567
H  3.185  1.227  1.550
H  3.776  -0.959  1.412
H  -4.285  3.166  -0.336
H  2.823  0.641  3.179
C  -3.372  2.575  -0.190
H  2.553  -1.555  2.562
H  -4.126  0.678  -0.985
H  -3.330  -3.782  -1.739
H  4.607  0.154  -1.971
C  -2.110  0.531  -0.394
N  -0.680  -1.364  -0.309
N  -1.069  1.147  0.241
H  3.677  1.444  -3.098
H  -1.024  -4.634  -1.062
I  -0.854  -0.835  2.984
H  4.408  2.080  -1.392
C  2.527  0.794  -1.324
C  -2.251  3.207  0.395
C  -2.873  -1.714  -1.190
C  -1.316  -3.569  -0.980
Cr  0.273  -0.084  0.708
H  2.194  -1.337  0.890
H  1.522  0.924  2.129
B  3.847  1.122  -1.931
C  -0.374  -2.682  -0.451
C  2.726  -0.866  1.734

Löwdin atomic charges, in units of e: 0.11 0.06 0.11 -0.09 -0.05 0.12 0.13 -0.24 -0.18 0.00 0.10 0.10 0.11 0.08 -0.04 0.07 0.11 0.11 0.02 -0.24 -0.11 -0.11 0.02 0.11 0.30 0.02 -0.19 -0.06 0.00 -0.06 0.39 0.04 -0.01 -0.44 -0.10 -0.20

***

[2]
This record from the Open Molecules 2025 dataset describes a structure of composition C16H36Cl9InO2P. The level of theory is ωB97M-V/def2-TZVPD.

The HOMO energy is -3.58 eV. The calculation puts the orbital gap at 5.5 eV. As for the total energy: -148436.1240 eV. The max |F| is 0.029 hartree/bohr. For the relative energy (zero: lowest compared OMol25 entry of this formula, charge and spin), the calculation gives 0.000 eV. Its total charge is -1.

Element x y z (Å)
H  -0.954  -3.932  -1.500
H  0.443  1.674  4.017
C  1.020  0.821  3.667
Cl  4.139  -0.527  -1.926
H  -5.545  -2.318  -1.118
C  0.220  -0.030  2.712
H  -0.289  -2.745  -4.080
H  1.316  0.226  4.531
H  1.771  5.082  6.951
Cl  2.425  -5.383  -4.303
H  6.124  -0.280  -3.151
Cl  2.171  2.587  -0.331
H  0.489  5.546  -1.747
H  -4.400  -0.613  -2.280
H  -0.610  -0.492  3.247
H  1.055  4.091  4.857
Cl  -0.485  0.916  1.384
H  0.058  -1.102  -0.390
P  2.487  -4.318  -2.450
O  2.320  -5.599  -1.334
H  -2.009  -1.145  -0.507
C  -1.749  -0.027  -2.397
Cl  -0.188  4.933  8.231
H  2.805  4.687  -1.190
H  -0.121  1.132  -1.609
H  -3.925  -2.904  -0.778
C  -3.963  -0.780  -1.291
Cl  2.525  1.449  2.935
In  0.296  -2.993  -2.414
Cl  -0.924  3.017  5.507
H  1.519  -0.715  -1.241
C  4.684  -1.022  -4.547
C  -4.813  -1.832  0.860
H  0.265  0.304  -3.095
H  1.329  3.403  7.275
C  -4.595  -2.049  -0.646
H  5.707  -1.982  -2.904
H  -2.264  0.936  -2.267
H  2.067  -6.395  -1.819
H  -4.107  0.076  -0.628
C  0.475  -1.005  -1.401
C  0.298  4.308  5.611
C  -2.850  -2.823  1.684
H  -5.404  -0.915  0.979
H  -3.502  -3.700  1.771
C  -0.231  0.168  -2.126
H  -0.179  3.992  -1.229
Cl  0.988  3.837  -3.270
C  5.311  -1.006  -3.174
H  -2.191  -2.725  2.548
H  -2.408  -2.017  -2.019
H  0.828  -0.820  2.272
H  -2.222  -2.965  0.796
H  -0.185  5.248  5.354
C  0.703  4.483  -1.635
H  4.191  -0.078  -4.768
O  -3.622  -1.632  1.586
Cl  3.486  -2.324  -4.719
C  -2.451  -1.059  -1.498
C  0.945  4.374  6.972
H  1.733  4.821  0.208
H  5.456  -1.194  -5.298
H  -1.930  -0.322  -3.437
H  -5.430  -2.635  1.296
C  1.898  4.296  -0.733

Löwdin atomic charges, in units of e: -0.11 -0.03 -0.68 0.57 0.10 -0.64 -0.11 0.07 0.07 -0.03 0.06 0.55 0.07 0.10 0.07 0.07 0.60 -0.02 0.26 -0.53 0.07 -0.22 0.53 0.06 0.04 0.10 -0.18 0.52 0.21 0.59 -0.04 -0.66 -0.26 0.09 0.07 -0.17 0.07 0.10 -0.01 0.11 -0.36 -0.64 -0.10 0.12 0.09 -0.32 0.07 0.54 -0.66 0.08 0.05 0.08 0.07 0.07 -0.67 0.07 -0.20 0.52 -0.26 -0.66 0.07 0.07 0.10 0.11 -0.66

***

[3]
This record from the Open Molecules 2025 dataset describes the ion C5H11N3 with charge +3. The level of theory is ωB97M-V/def2-TZVPD.

The HOMO energy (spin up / spin down) is -24.97 / -25.60 eV. As for the multiplicity: 2. The calculation puts the orbital gap (spin up / spin down) at 11.3 / 7.8 eV. As for the total energy: -9798.1135 eV. The max |F| is 0.127 hartree/bohr. For the relative energy (zero: lowest compared OMol25 entry of this formula, charge and spin), the calculation gives 1.766 eV. Its total charge is +3.

Element x y z (Å)
H  1.186  -1.341  1.746
C  -0.560  1.870  -0.640
C  -0.270  0.891  0.314
C  1.460  -0.901  0.820
H  1.878  1.338  0.567
C  -2.208  0.320  -0.620
H  1.180  -2.801  -0.012
H  -1.561  -0.675  1.086
H  -2.280  1.944  -1.944
N  -1.805  1.465  -1.204
H  0.044  -1.627  -0.682
H  1.713  -1.800  -1.159
H  1.091  0.960  2.071
C  1.018  0.627  0.990
H  -3.136  -0.178  -0.956
N  1.032  -1.814  -0.472
H  -0.036  2.755  -0.936
N  -1.270  -0.045  0.336
H  2.524  -0.989  0.694

Löwdin atomic charges, in units of e: 0.13 0.26 -0.11 -0.01 0.21 0.15 0.24 0.23 0.21 0.24 0.14 0.13 0.20 -0.02 0.22 0.25 0.19 0.20 0.14